Entry 1:
The following is a quantum chemistry calculation of 4 unconnected molecules or ions with the total composition C15H27N3OSSi2, from the Open Molecules 2025 dataset.

XYZ file:
```
49
Properties=species:S:1:pos:R:3:lowdin_charge:R:1
C -0.437 -2.343 0.248 -0.145
C 0.268 -2.503 -1.099 -0.562
S 1.990 -1.924 -1.158 0.791
C 1.908 -0.241 -0.491 -0.640
Si 0.764 0.904 -1.415 0.483
O 0.393 2.199 -0.438 -0.547
Si -1.009 2.557 0.366 0.526
H -0.466 -3.288 0.792 0.070
H 0.061 -1.623 0.897 0.048
H -1.465 -2.000 0.116 0.072
H -0.300 -2.041 -1.905 0.043
H 0.377 -3.557 -1.357 0.039
H 2.926 0.134 -0.634 0.034
H 1.729 -0.241 0.585 0.026
H 1.426 1.413 -2.631 -0.014
H -0.515 0.251 -1.778 -0.008
H -2.132 2.579 -0.598 -0.069
H -0.867 3.872 1.009 -0.051
H -1.248 1.494 1.367 -0.051
N 2.819 2.873 1.279 0.011
C 3.905 3.683 1.103 -0.139
C 4.661 3.633 2.245 -0.113
C 4.002 2.755 3.148 -0.112
C 2.870 2.304 2.522 -0.147
H 2.088 2.714 0.604 0.087
H 4.050 4.227 0.185 0.105
H 5.581 4.165 2.415 0.088
H 4.322 2.488 4.141 0.088
H 2.102 1.628 2.858 0.104
N 0.237 -8.152 -1.200 -0.001
C 1.450 -8.756 -1.389 -0.143
C 2.403 -7.775 -1.444 -0.109
C 1.738 -6.529 -1.282 -0.110
C 0.403 -6.796 -1.133 -0.149
H -0.641 -8.631 -1.123 0.142
H 1.533 -9.826 -1.467 0.105
H 3.459 -7.931 -1.585 0.090
H 2.192 -5.552 -1.273 0.083
H -0.439 -6.140 -0.985 0.099
N -4.453 4.570 -0.679 -0.003
C -5.011 5.815 -0.765 -0.141
C -5.873 5.961 0.289 -0.112
C -5.833 4.755 1.040 -0.111
C -4.948 3.917 0.416 -0.156
H -3.784 4.188 -1.322 0.119
H -4.750 6.490 -1.562 0.105
H -6.466 6.835 0.500 0.089
H -6.390 4.530 1.934 0.089
H -4.633 2.915 0.656 0.098
```

Results
LUMO level (eV): 0.51
Spin multiplicity: 1
Charge: 0
Gap between HOMO and LUMO (Ha): 0.322
SMILES string: CCSC[SiH2]O[SiH3].c1cc[nH]c1.c1cc[nH]c1.c1cc[nH]c1

***

Entry 2:
The following is a quantum chemistry calculation of a molecular structure, C12H22ClI2N2P2Pb, from the Open Molecules 2025 dataset.

XYZ file:
```
42
Properties=species:S:1:pos:R:3:lowdin_charge:R:1
I -1.635 -2.352 1.063 0.425
I 1.932 2.094 -1.190 0.277
Pb 0.548 -0.496 -0.171 0.213
P 1.335 0.136 2.452 0.737
C 0.517 1.269 3.606 -0.207
C 1.450 -1.453 3.344 -0.235
H 2.070 -1.303 4.236 0.087
H 3.524 0.640 3.334 0.090
H 1.901 -2.212 2.689 0.064
H 3.617 0.070 1.624 0.067
H -0.524 0.949 3.722 0.062
H 0.441 -1.782 3.618 0.038
C 3.070 0.708 2.336 -0.224
H 1.029 1.225 4.576 0.094
H 3.085 1.742 1.968 0.042
H 0.544 2.291 3.206 0.057
P -0.883 -0.581 -2.586 0.728
C -2.372 0.364 -3.002 -0.209
C 0.314 -0.205 -3.911 -0.230
H -0.460 -2.972 -2.581 0.064
H -1.554 -2.471 -3.929 0.087
H -2.175 -2.602 -2.232 0.037
C -1.316 -2.339 -2.863 -0.234
H 1.264 -0.719 -3.708 0.067
H -0.108 -0.549 -4.863 0.087
H -2.641 0.170 -4.047 0.093
H -2.153 1.428 -2.867 0.062
H 0.498 0.875 -3.930 0.038
H -3.193 0.072 -2.336 0.054
Cl 2.377 -2.228 -0.728 -0.055
N -5.506 5.372 1.628 0.365
C -4.688 4.563 1.394 0.004
C -3.690 3.560 1.106 -0.117
C -2.330 3.896 1.139 0.069
C -1.403 2.899 0.824 -0.086
N -1.752 1.643 0.555 0.073
C -3.038 1.310 0.562 -0.086
C -4.055 2.244 0.805 0.132
H -1.983 4.891 1.416 0.156
H -0.331 3.116 0.777 0.075
H -3.277 0.255 0.374 0.080
H -5.095 1.939 0.750 0.164
```

Results
LUMO level (alpha / beta) (eV): -13.63 / -15.12
Spin multiplicity: 1
Charge: +3
Gap between HOMO and LUMO (alpha / beta) (Ha): 0.167 / 0.110
Energy above the lowest of the compared OMol25 structures with the same formula, charge and spin (kJ/mol): 0.0

***

Entry 3:
The following is a quantum chemistry calculation of a single C5H8N2O molecule, from the Open Molecules 2025 dataset.

XYZ file:
```
16
Properties=species:S:1:pos:R:3:lowdin_charge:R:1
C -1.726 0.171 -0.724 -0.036
C -0.522 0.435 0.153 -0.540
C 1.769 0.554 -0.220 -0.214
C 0.612 1.137 -0.490 -0.060
C 0.341 -0.996 0.649 -0.167
O -0.860 1.009 1.380 -0.012
N 2.939 0.343 -0.003 0.162
N -0.002 -2.106 0.103 0.100
H -1.601 0.502 1.754 0.107
H 3.564 0.680 -0.740 0.111
H 0.273 -2.900 0.691 0.051
H 0.471 1.821 -1.318 0.118
H 0.824 -0.962 1.640 0.119
H -2.208 1.122 -0.980 0.092
H -2.458 -0.486 -0.245 0.082
H -1.415 -0.323 -1.649 0.087
```

Results
LUMO level (eV): -0.29
Spin multiplicity: 1
Charge: 0
Gap between HOMO and LUMO (Ha): 0.290
SMILES string: [H]/N=C/[C@@](C)(O)C=C=N
Energy above the lowest of the compared OMol25 structures with the same formula, charge and spin (kJ/mol): 440.9

***

Entry 4:
The following is a quantum chemistry calculation of 2 unconnected molecules or ions with the total composition CH5BO2, from the Open Molecules 2025 dataset.

XYZ file:
```
9
Properties=species:S:1:pos:R:3:lowdin_charge:R:1
B 0.277 0.338 -0.043 -0.163
C -1.256 -0.225 -0.083 0.006
O 2.038 -1.116 -0.383 -0.272
O 0.696 1.478 0.266 0.273
H -1.811 0.575 -0.474 0.034
H -1.764 -0.469 0.812 0.048
H -1.525 -0.966 -0.851 0.074
H 1.721 -1.253 0.484 -0.126
H 1.623 1.639 0.272 0.127
```

Results
LUMO level (eV): 0.17
Spin multiplicity: 1
Charge: 0
Gap between HOMO and LUMO (Ha): 0.347
Energy above the lowest of the compared OMol25 structures with the same formula, charge and spin (kJ/mol): 423.8

***

| no. | F_max (eV/Å) |
| --- | --- |
| 1 | 0.11 |
| 2 | 2.88 |
| 3 | 3.82 |
| 4 | 5.73 |